{
  "formula": "C27H34IrN5O3S4Se",
  "method": "ωB97M-V/def2-TZVPD",
  "spin_multiplicity": 6,
  "homo_ha": [-0.3641, -0.3940],
  "lumo_energy_ev": [-2.00, -4.58],
  "orbital_gap_ev": [7.9124, 6.1364],
  "charge": 1,
  "s2": 8.772,
  "species": ["Ir", "C", "C", "S", "C", "C", "S", "C", "C", "S", "C", "C", "S", "H", "H", "H", "H", "H", "H", "H", "H", "H", "H", "H", "H", "H", "H", "H", "H", "Se", "O", "C", "N", "C", "C", "O", "N", "C", "C", "C", "C", "C", "C", "C", "C", "C", "C", "C", "C", "H", "H", "H", "H", "H", "H", "H", "H", "H", "H", "H", "C", "N", "C", "C", "O", "N", "C", "N", "H", "H", "H", "H", "H", "H", "H"],
  "coordinates": [[1.481, 1.285, -0.245], [4.233, 2.076, 1.923], [4.815, 1.135, 0.874], [4.165, 1.201, -0.824], [4.712, 2.858, -1.395], [3.589, 3.842, -1.700], [2.556, 3.884, -0.228], [1.192, 5.031, -0.541], [-0.181, 4.415, -0.242], [-0.260, 2.977, 0.860], [0.389, 3.544, 2.474], [1.878, 3.372, 2.786], [2.487, 1.722, 2.314], [4.309, 3.118, 1.618], [4.802, 1.949, 2.844], [4.671, 0.092, 1.156], [5.890, 1.310, 0.807], [5.272, 2.671, -2.309], [5.399, 3.259, -0.649], [2.997, 3.527, -2.556], [3.995, 4.835, -1.883], [1.246, 5.358, -1.579], [1.374, 5.893, 0.096], [-0.637, 4.001, -1.139], [-0.847, 5.172, 0.169], [-0.205, 2.972, 3.187], [0.113, 4.593, 2.594], [2.025, 3.480, 3.860], [2.489, 4.116, 2.282], [1.145, 1.509, -2.652], [-1.537, 2.059, -1.487], [-1.633, 0.863, -1.210], [-2.698, 0.104, -1.556], [-2.545, -1.281, -1.184], [-1.134, -1.194, -0.535], [-0.559, -2.185, -0.104], [-0.684, 0.098, -0.522], [-3.591, -1.733, -0.148], [-3.360, -2.828, 0.683], [-4.329, -3.246, 1.586], [-5.546, -2.584, 1.670], [-5.789, -1.504, 0.836], [-4.819, -1.083, -0.065], [-2.577, -2.216, -2.401], [-3.256, -1.837, -3.554], [-3.344, -2.697, -4.642], [-2.751, -3.949, -4.590], [-2.074, -4.334, -3.442], [-1.991, -3.478, -2.353], [-3.467, 0.493, -2.067], [-2.423, -3.363, 0.613], [-4.135, -4.102, 2.222], [-6.302, -2.914, 2.372], [-6.738, -0.983, 0.882], [-5.041, -0.238, -0.704], [-3.727, -0.865, -3.631], [-3.876, -2.383, -5.531], [-2.817, -4.621, -5.437], [-1.606, -5.310, -3.391], [-1.459, -3.788, -1.465], [0.713, -3.387, 2.959], [1.506, -2.528, 2.100], [2.498, -3.009, 1.163], [2.788, -1.758, 0.347], [3.654, -1.660, -0.488], [1.923, -0.760, 0.762], [1.158, -1.296, 1.735], [0.179, -0.620, 2.352], [0.989, -4.420, 2.768], [-0.352, -3.281, 2.733], [0.888, -3.172, 4.014], [2.087, -3.780, 0.507], [3.396, -3.389, 1.649], [-0.211, 0.124, 1.791], [-0.502, -1.163, 2.858]],
  "atomic_forces_ev_per_a": [[0.100, 0.159, -0.279], [-0.099, -0.087, 0.073], [0.022, 0.007, -0.066], [-0.073, 0.027, 0.132], [-0.015, -0.152, 0.002], [-0.070, 0.061, 0.138], [-0.120, -0.123, -0.118], [0.085, -0.058, 0.069], [0.030, -0.056, 0.034], [0.085, -0.122, -0.010], [0.045, -0.042, -0.126], [0.063, -0.138, 0.007], [0.020, 0.080, -0.118], [0.023, 0.040, -0.030], [0.040, 0.021, -0.014], [0.037, 0.015, -0.017], [0.005, -0.040, 0.030], [0.078, 0.042, 0.002], [-0.027, 0.033, -0.017], [0.001, -0.009, -0.077], [0.059, -0.008, -0.059], [-0.049, 0.008, -0.007], [-0.025, 0.062, -0.025], [0.001, 0.026, 0.016], [-0.018, 0.028, -0.025], [0.011, 0.001, 0.045], [-0.035, -0.019, 0.034], [-0.036, 0.083, 0.017], [-0.021, 0.027, 0.020], [0.053, -0.178, 0.646], [0.134, -0.236, 0.072], [-0.023, 0.084, 0.100], [-0.028, -0.167, 0.132], [-0.004, 0.025, 0.035], [0.257, -0.207, -0.007], [0.132, 0.306, 0.139], [-0.523, 0.151, -0.275], [0.033, 0.086, -0.038], [-0.018, -0.068, -0.015], [0.032, 0.005, -0.010], [-0.016, 0.015, -0.013], [0.018, 0.000, 0.005], [0.008, 0.015, 0.013], [0.033, -0.009, 0.050], [0.022, 0.001, -0.024], [0.002, 0.002, 0.004], [-0.005, 0.001, 0.007], [0.012, 0.018, 0.028], [-0.034, -0.041, -0.016], [0.003, 0.101, -0.048], [-0.014, 0.029, 0.014], [0.000, 0.033, -0.032], [0.034, 0.014, -0.031], [0.038, -0.023, -0.009], [0.035, -0.008, 0.028], [0.016, -0.029, 0.001], [0.011, -0.003, 0.032], [0.004, 0.027, 0.023], [-0.020, 0.039, 0.003], [-0.001, 0.004, -0.031], [-0.084, 0.053, -0.055], [-0.069, -0.128, 0.014], [0.000, -0.039, -0.042], [0.038, 0.004, 0.048], [-0.054, 0.107, -0.005], [-0.225, -0.090, -0.059], [0.119, 0.177, -0.116], [0.039, 0.034, -0.090], [0.018, -0.010, -0.001], [0.029, -0.049, -0.022], [0.008, 0.023, -0.012], [-0.023, -0.014, -0.014], [0.020, 0.035, 0.001], [-0.117, 0.041, -0.108], [-0.009, 0.002, 0.042]],
  "nbo_charge": [0.7109, -0.5381, -0.5454, 0.3677, -0.5531, -0.5381, 0.2818, -0.5480, -0.5557, 0.3501, -0.5642, -0.5437, 0.2807, 0.2303, 0.2432, 0.2560, 0.2440, 0.2558, 0.2331, 0.2348, 0.2446, 0.2520, 0.2330, 0.2939, 0.2396, 0.2429, 0.2455, 0.2441, 0.2326, 0.0799, -0.7088, 0.7876, -0.6322, 0.0300, 0.6942, -0.6742, -0.7536, -0.0458, -0.2318, -0.1929, -0.2125, -0.2175, -0.1545, -0.0516, -0.1564, -0.2183, -0.2093, -0.1853, -0.2191, 0.4181, 0.2326, 0.2135, 0.2206, 0.2192, 0.1986, 0.1923, 0.2183, 0.2202, 0.2156, 0.2348, -0.4190, -0.3886, -0.3184, 0.6761, -0.5803, -0.7277, 0.7243, -0.7861, 0.2338, 0.2121, 0.2155, 0.2455, 0.2353, 0.4238, 0.4112]
}